Computed, not measured: a molecular structure, C17H28NO2P2Zr, with ωB97M-V with the def2-TZVPD basis set.

The total charge is +3. Its HOMO energy is -16.96 eV. The value obtained for the total energy is -1598.4355 hartree. The calculation puts the HOMO-LUMO gap at 5.315 eV. The LUMO energy is -11.64 eV. Its energy above the lowest of the compared OMol25 structures with the same formula, charge and spin is 13.4 kcal per mole.

Last column: Mulliken charge in e.
Geometry (Å):
Zr (0.3922, 0.6143, 0.1646)  0.130
P (2.3169, -0.8280, 0.5077)  1.000
C (2.4181, -1.0274, -1.3374)  -1.801
C (1.1616, -1.4502, -1.9576)  0.893
N (-0.0068, -0.8362, -1.5003)  0.696
C (-1.1895, -1.1640, -2.0794)  0.118
C (-1.2752, -2.2077, -3.0078)  -0.833
C (-0.1259, -2.7989, -3.5174)  -0.587
C (1.1042, -2.3598, -3.0178)  -1.009
C (-2.3966, -0.4516, -1.5659)  -0.947
P (-2.3957, 1.1889, -0.8856)  1.102
H (2.0628, -2.7485, -3.3993)  0.517
H (-2.2509, -2.5521, -3.3362)  0.542
H (-0.1539, -3.5984, -4.2635)  0.476
H (-3.1604, -0.2878, -2.3185)  0.725
H (-2.8681, -1.0040, -0.7561)  0.516
H (2.3054, 0.3539, -1.6292)  0.361
H (3.3594, -1.4054, -1.6891)  0.864
H (0.1217, 5.4146, -1.7896)  0.329
O (1.7410, 1.2582, -1.7121)  -0.779
H (1.1054, 1.4444, -2.4819)  0.337
H (-1.0558, 1.4739, -0.6916)  -0.075
O (-0.4784, 4.7376, -1.4141)  -0.590
H (-0.2700, 4.4926, -0.4568)  0.287
C (-2.8264, 2.3545, -2.1504)  -1.149
H (-3.7984, 1.9235, -2.4261)  0.548
H (-2.8917, 3.3970, -1.8077)  0.462
H (-2.1079, 2.3297, -2.9764)  0.386
C (-3.6303, 1.2833, 0.3365)  -1.153
H (-3.6765, 2.1974, 0.9279)  0.458
H (-4.5325, 1.2008, -0.2727)  0.405
H (-3.5594, 0.4223, 0.9896)  0.427
C (2.1686, -2.4703, 0.9972)  -1.240
H (3.1640, -2.8802, 0.9784)  0.444
H (1.7328, -2.5330, 1.9819)  0.399
H (1.5354, -3.0186, 0.3224)  0.377
C (3.8541, -0.1330, 1.0537)  -1.182
H (3.7718, 0.1191, 2.1194)  0.426
H (4.6113, -0.9098, 0.8964)  0.451
H (4.1355, 0.7848, 0.5180)  0.401
C (-1.0094, -0.9442, 4.0283)  -0.545
C (-1.2450, -1.9587, 3.0848)  -0.617
C (-1.2857, -1.6605, 1.7178)  -1.031
C (-1.0764, -0.3491, 1.3235)  0.985
C (-0.8261, 0.6985, 2.2743)  -0.151
C (-0.8052, 0.3817, 3.6566)  -0.778
H (-0.9953, -1.1988, 5.0926)  0.452
H (-1.4200, -2.9879, 3.4098)  0.472
H (-1.4485, -2.4251, 0.9557)  0.471
H (-0.6791, 1.7448, 1.9222)  0.525
H (-0.6275, 1.1731, 4.3960)  0.487